Record 1
Formula: C5H10N7
Source: the OMol25 dataset
Level of theory: ωB97M-V/def2-TZVPD

```
22
Properties=species:S:1:pos:R:3:forces:R:3:nbo_charge:R:1
H -1.141224 -1.090412 -1.821749 -1.3 1.7 0.8 0.404
C -1.639599 -0.254412 1.226058 0.6 -0.1 -2.1 0.111
H -2.422187 3.259916 0.614940 0.0 -0.9 0.2 0.419
C 1.074554 0.975868 -0.445932 0.2 -0.1 -0.2 0.595
H -1.134080 3.952029 -0.064761 1.0 1.3 -0.7 0.414
N -1.580149 3.095390 0.087189 -0.7 -0.1 0.3 -0.741
H 2.954869 1.507679 -1.252164 -1.5 -1.4 0.9 0.459
C 0.938340 -2.284830 0.608354 1.9 -1.2 -1.7 -0.413
N -1.170328 -1.437259 0.943026 -1.4 -0.6 1.4 -0.316
H 2.746362 -0.147630 -0.477276 -0.4 2.1 -1.0 0.408
N 0.487793 2.111130 -0.552882 -2.3 1.5 0.6 -0.508
N -0.406460 -1.550869 -1.351164 2.9 -2.3 0.3 -0.689
C -0.789633 2.028515 0.090152 2.1 -1.1 -0.2 0.434
H 0.419022 -3.245123 0.468201 0.5 0.3 -0.6 0.259
H 1.928108 -2.174564 0.048668 -1.5 -0.5 0.5 0.224
C -0.864931 0.750181 0.630075 -1.1 0.5 0.4 -0.144
H 1.153578 -2.335383 1.667642 -0.4 1.3 0.3 0.272
H -0.555031 -2.553663 -1.581360 0.5 0.7 1.1 0.397
N 2.328181 0.766423 -0.823122 2.4 -1.9 0.0 -0.774
H -2.605852 -0.155288 1.615863 -1.0 0.0 1.0 0.245
N 0.293211 0.052574 0.258562 1.9 1.6 0.0 -0.264
N -0.014543 -1.270272 0.111680 -2.1 -0.8 -1.4 0.205
```
Positions in Å, forces in eV/Å.

The value obtained for the relative energy (zero: lowest compared OMol25 entry of this formula, charge and spin) is 513.5 kJ/mol. As for the structure (SMILES): C[N@@+]1(N)N=Cc2c(N)nc(N)n21. The value obtained for the HOMO energy is -11.825 eV. Its spin multiplicity is 1. Its net charge is +1. The LUMO energy is -0.1317 hartree.

---

Record 2
Formula: C4H5NO
Source: the OMol25 dataset
Level of theory: ωB97M-V/def2-TZVPD

```
11
Properties=species:S:1:pos:R:3:forces:R:3:nbo_charge:R:1
N -0.290367 0.844762 0.497851 0.4 0.3 -0.5 -0.534
H -2.396648 -1.250641 -0.802996 0.2 -0.1 0.0 0.207
C -1.606928 -0.614437 -0.442298 -1.3 -0.4 -0.1 0.006
H 2.572874 -0.754660 -0.364531 -0.4 -0.5 0.8 0.242
H 2.323383 0.991799 -0.206443 -0.8 -0.5 -0.3 0.251
H -2.443574 1.150187 0.522154 0.1 0.1 0.1 0.219
C 1.880422 -0.002506 -0.000202 -0.4 1.7 3.8 -0.667
O -0.325032 -1.045257 -0.610758 0.6 -0.4 -0.9 -0.400
H 1.378655 0.300447 1.351462 3.4 -1.3 -2.9 0.302
C -1.598926 0.554212 0.218698 0.2 -0.7 -0.2 -0.095
C 0.436286 -0.093401 -0.090864 -2.1 1.8 0.3 0.468
```
Positions in Å, forces in eV/Å.

The value obtained for the relative energy (zero: lowest compared OMol25 entry of this formula, charge and spin) is 283.6 kJ/mol. The value obtained for the HOMO energy is -8.417 eV. Its spin multiplicity is 1. Its net charge is 0. The LUMO energy is 0.0302 hartree.

---

Record 3
Formula: C16H28N2O6S
Source: the OMol25 dataset
Level of theory: ωB97M-V/def2-TZVPD

```
53
Properties=species:S:1:pos:R:3:forces:R:3:nbo_charge:R:1
H -0.404908 1.645975 1.426549 0.0 0.1 0.0 0.445
H 3.284333 -0.543120 1.420281 0.0 -0.1 0.1 0.205
H 4.132156 -1.285465 0.060241 0.0 -0.1 0.0 0.207
H 2.381015 -1.103658 0.013384 -0.1 -0.1 0.0 0.206
O -1.049602 2.046046 -1.637156 -0.2 0.1 -0.4 -0.671
H -3.681346 -1.559939 2.555825 0.0 0.1 0.1 0.233
H 2.675884 1.407216 0.027334 0.1 0.1 0.0 0.217
H -1.542896 -1.674102 -3.177266 0.0 0.0 -0.1 0.204
O 0.556081 2.934555 -0.311845 -0.1 -0.1 0.3 -0.520
H 1.352504 2.981168 -2.219295 0.0 0.1 0.0 0.199
C -2.014527 0.587005 0.534072 -0.2 0.1 -0.2 -0.041
H 2.168989 0.336461 3.885656 0.0 -0.1 0.1 0.201
H 0.233690 -0.402224 -4.412489 0.0 0.1 0.0 0.239
C 0.267635 -0.539225 -3.328864 -0.1 -0.2 0.0 -0.532
C -3.513971 -0.884981 1.719472 0.0 -0.1 -0.3 -0.519
N -0.862772 1.453170 0.544015 0.1 0.1 0.3 -0.658
C -0.282229 -2.287958 -1.527177 0.0 0.2 0.0 -0.398
H -0.169193 -1.611106 0.499806 0.1 0.1 0.0 0.212
N -1.259796 -0.665372 2.554676 0.0 -0.3 0.1 -0.640
C -0.506456 2.140966 -0.562316 0.2 0.0 0.5 0.898
C -0.447944 -1.195861 -0.470656 -0.1 -0.2 -0.2 -0.443
H -0.132915 -2.631585 -3.625911 -0.1 0.0 0.0 0.220
H 0.251891 4.319418 -1.822800 0.1 0.0 0.0 0.192
H -1.266062 -1.671933 2.488222 0.1 0.0 0.0 0.419
H -2.882354 1.163978 0.179438 0.1 -0.2 0.1 0.212
C 1.715474 -0.492681 4.431927 0.2 0.3 0.1 -0.257
C -0.482250 -1.828691 -2.974422 0.2 0.0 0.1 -0.393
H 2.413371 -1.320732 4.526737 0.0 0.0 0.0 0.197
O 2.078598 0.522143 -2.290736 -0.1 0.3 0.2 -0.527
C 3.305977 -0.633892 0.336830 0.0 0.2 -0.1 -0.605
C -0.233972 -0.074171 3.199927 -0.1 -0.5 -0.1 0.900
H -0.989636 -3.094342 -1.317009 0.1 -0.1 0.0 0.209
H 1.409630 -0.140196 5.419099 0.0 0.0 -0.1 0.188
H 1.874225 4.253402 -1.068155 0.0 0.0 0.0 0.192
S -3.045839 -1.876611 0.252802 0.0 0.0 0.0 0.157
O 2.475744 -1.511479 -3.158599 0.0 -0.1 0.0 -0.611
H -4.432699 -0.342240 1.499892 0.1 0.1 0.1 0.226
C 3.424807 0.663151 -1.834804 0.6 0.0 0.2 -0.084
O 0.594256 -0.999501 3.721332 -0.3 -0.1 -0.2 -0.514
H -0.193588 0.333010 -2.865636 0.0 0.0 -0.1 0.255
C 1.723686 -0.600795 -2.931697 -0.3 -0.1 -0.2 0.813
H 4.011534 -0.184001 -2.204863 0.0 0.2 0.0 0.211
O -0.070326 1.121691 3.288682 0.1 0.5 0.2 -0.677
H -2.193170 -0.362268 -1.403642 0.0 0.1 0.1 0.241
C -1.860455 -0.631094 -0.401435 -0.1 -0.2 0.1 -0.320
C 3.469266 0.736612 -0.309319 -0.2 -0.2 -0.3 -0.423
C -2.349951 0.061451 1.940474 0.0 0.5 0.0 -0.066
H -2.612419 0.898420 2.598319 0.0 -0.1 -0.1 0.232
C 1.034540 3.666530 -1.431451 0.0 0.1 -0.3 -0.259
H 3.803733 1.591146 -2.274109 -0.1 -0.1 0.0 0.185
H 4.427658 1.168974 -0.016618 0.0 0.1 0.0 0.205
H 0.232550 -0.372414 -0.687249 0.1 0.0 0.1 0.222
H 0.725642 -2.697848 -1.431920 0.0 -0.1 0.0 0.216
```
Positions in Å, forces in eV/Å.

The value obtained for the relative energy (zero: lowest compared OMol25 entry of this formula, charge and spin) is 0.0 kJ/mol. As for the structure (SMILES): CCCOC(=O)CCCC[C@H]1SC[C@@H](NC(=O)OC)[C@H]1NC(=O)OC. The value obtained for the HOMO energy is -8.849 eV. Its spin multiplicity is 1. Its net charge is 0. The LUMO energy is 0.0221 hartree.

---

Record 4
Formula: CH6O2
Source: the OMol25 dataset
Level of theory: ωB97M-V/def2-TZVPD

```
9
Properties=species:S:1:pos:R:3:forces:R:3:nbo_charge:R:1
C 0.406599 0.806985 0.811680 0.4 -0.4 -1.0 -0.258
O 1.856048 0.837925 0.875500 -0.5 0.7 0.0 -0.730
H -0.049861 0.308265 1.683190 0.7 0.2 -0.2 0.183
H 2.166768 1.395115 0.131600 -0.3 -0.5 0.7 0.465
H -0.779601 -2.099274 -1.519109 -0.9 0.5 -0.2 0.471
O -1.594390 -1.577944 -1.699589 0.3 -0.6 1.0 -0.941
H -2.139840 -1.681004 -0.887109 0.6 0.1 -0.9 0.471
H -0.055931 1.801285 0.693150 0.3 -0.3 0.2 0.168
H 0.190209 0.208645 -0.089310 -0.5 0.2 0.4 0.171
```
Positions in Å, forces in eV/Å.

The value obtained for the relative energy (zero: lowest compared OMol25 entry of this formula, charge and spin) is 30.4 kJ/mol. As for the structure (SMILES): CO.O. The value obtained for the HOMO energy is -10.363 eV. Its spin multiplicity is 1. Its net charge is 0. The LUMO energy is 0.0284 hartree.

---

Record 5
Formula: C15H19F3N4O2
Source: the OMol25 dataset
Level of theory: ωB97M-V/def2-TZVPD

```
43
Properties=species:S:1:pos:R:3:forces:R:3:nbo_charge:R:1
H 3.333390 -1.811530 -0.328054 0.1 -0.6 -1.2 0.284
O -1.160785 -0.587988 0.513665 -1.0 2.7 -2.1 -0.699
F 3.060435 1.450815 0.089435 1.2 -1.8 -0.9 -0.330
H 3.949996 -3.159455 3.758041 0.0 -0.5 -0.3 0.203
C 2.447279 -1.681114 4.098980 0.5 0.0 0.3 -0.232
N 3.509362 -2.119698 1.969089 0.5 -0.3 0.6 -0.397
C 1.952447 -0.374708 2.234393 -2.0 2.3 1.0 -0.211
H -1.390718 0.495189 -3.707915 0.7 0.0 0.4 0.204
H -3.549059 1.536715 -3.555013 0.8 -0.5 2.0 0.224
H -3.772010 2.652072 0.684152 0.1 -0.1 0.1 0.207
H -0.181308 2.595574 -0.471821 -0.1 -0.9 -0.1 0.235
C 3.323613 -2.421771 3.287581 -0.6 2.4 -1.3 0.018
C 0.878229 -1.770313 -1.386919 -1.5 3.6 0.3 0.684
O 1.541937 -2.399285 -2.109096 3.0 -3.4 -2.1 -0.586
H 0.912921 -0.083347 4.143458 0.3 0.1 0.1 0.231
N -1.435632 -0.502928 -1.722833 0.5 1.7 0.5 -0.422
C -3.463548 1.603159 0.655787 2.1 -0.3 1.9 -0.616
N -2.762811 2.110633 -1.543209 0.4 -1.0 -1.7 -0.626
H 0.660201 -0.494738 0.069955 0.0 0.3 0.9 0.432
C 2.808422 -0.935191 -0.025676 -1.6 0.7 -1.0 -0.188
H -2.434372 -0.889314 -3.468667 -0.5 1.1 0.2 0.215
H -1.118055 -2.521783 -1.224250 -0.2 -0.3 0.5 0.232
C 1.717999 -0.585643 3.622199 1.4 -2.0 -2.4 -0.178
H -0.601133 -2.112208 -2.832465 0.0 0.6 1.0 0.235
H -0.770722 2.347668 1.204694 0.1 -0.1 0.0 0.216
C -3.110059 1.078290 -2.573562 -3.1 -1.1 0.0 -0.236
H -1.452563 3.529088 0.048020 -0.3 -0.2 0.5 0.224
H -4.292103 0.999453 0.355074 -0.4 -0.5 -0.8 0.218
N 1.388818 -0.847119 -0.517874 0.9 -0.9 0.4 -0.632
H 2.438759 -1.993052 5.125076 -0.4 0.0 0.5 0.212
H -3.260059 1.283013 1.708149 0.1 0.3 -0.7 0.228
F 4.897847 0.112388 -0.239654 -2.1 0.9 -0.3 -0.323
C -1.062932 2.509617 0.169519 -0.6 0.6 0.1 -0.611
H -3.953017 0.395058 -2.122371 0.9 1.2 -0.8 0.158
C -2.072038 0.048422 -2.983710 1.2 -0.7 1.2 -0.214
C -1.558175 0.114798 -0.491457 0.0 -2.7 1.6 0.685
F 3.409001 0.453142 -1.900034 0.4 -0.2 2.7 -0.334
H 1.212091 0.414190 1.873957 1.5 -1.0 -0.3 0.223
C 3.541719 0.281373 -0.498381 1.0 1.2 -1.9 0.994
H -3.660212 2.551862 -1.292427 0.8 -0.2 -0.4 0.369
C -2.192103 1.543042 -0.272078 -0.8 -0.1 -1.3 0.041
C 2.875636 -1.068462 1.424429 -2.2 -0.8 4.0 0.166
C -0.606687 -1.745912 -1.768184 -1.3 0.2 -1.1 -0.305
```
Positions in Å, forces in eV/Å.

The value obtained for the relative energy (zero: lowest compared OMol25 entry of this formula, charge and spin) is 198.4 kJ/mol. As for the structure (SMILES): CC1(C)NCCN(CC(=O)N[C@H](c2ccccn2)C(F)(F)F)C1=O. The value obtained for the HOMO energy is -9.352 eV. Its spin multiplicity is 1. Its net charge is 0. The LUMO energy is 0.0227 hartree.

---

Record 6
Formula: C3H5BrClNO4
Source: the OMol25 dataset
Level of theory: ωB97M-V/def2-TZVPD

```
15
Properties=species:S:1:pos:R:3:forces:R:3:nbo_charge:R:1
C 0.483813 0.108295 0.099295 -1.6 -0.2 -2.6 0.013
Br 1.859270 -1.164046 -0.496232 -0.2 0.0 -0.1 0.080
O 1.371051 1.052661 1.941989 0.5 0.9 0.1 -0.366
H 0.613954 1.244023 -1.852601 -0.5 -0.9 0.3 0.235
O -1.044127 -1.680264 0.232989 -0.3 -1.5 0.3 -0.739
N 1.317423 1.134684 0.731039 -1.0 -1.0 1.0 0.498
O -0.805115 -0.262370 -1.985066 -0.2 0.0 0.3 -0.706
O 1.878067 1.866416 -0.022841 0.9 1.3 0.2 -0.335
H -1.392448 -0.851140 -1.430408 1.1 1.1 -0.4 0.510
Cl -1.305295 2.096575 -0.941128 -0.2 0.0 0.7 -0.067
H -1.262868 -2.432792 0.805984 0.0 0.2 -0.5 0.496
C -0.180795 0.745747 -1.259873 0.6 -1.5 0.4 0.080
C -0.467506 -0.699559 1.044906 -0.3 2.3 -1.3 -0.128
H -1.355285 -0.100780 1.425441 1.7 -0.2 0.2 0.212
H 0.289855 -1.057444 1.706512 -0.4 -0.6 1.4 0.217
```
Positions in Å, forces in eV/Å.

The value obtained for the relative energy (zero: lowest compared OMol25 entry of this formula, charge and spin) is 0.0 kJ/mol. As for the structure (SMILES): O=[N+]([O-])[C@@](Br)(CO)[C@@H](O)Cl. The value obtained for the HOMO energy is -10.794 eV. Its spin multiplicity is 1. Its net charge is 0. The LUMO energy is -0.0220 hartree.

---

Record 7
Formula: C6H14NO2PS2
Source: the OMol25 dataset
Level of theory: ωB97M-V/def2-TZVPD

```
26
Properties=species:S:1:pos:R:3:forces:R:3:nbo_charge:R:1
H -0.756716 5.050046 2.211037 0.1 -1.0 -0.4 0.245
S -0.692451 1.253498 2.448608 1.7 -0.7 -0.4 0.181
C 0.820417 -2.377216 -1.683906 0.1 -2.3 -2.5 -0.211
H -0.574368 2.922618 4.081818 0.3 0.6 -1.4 0.225
H 1.448925 -1.518092 -3.553825 -0.7 -0.1 1.5 0.379
H 0.906528 -3.509773 -1.954212 -0.2 1.8 0.1 0.171
H 0.676242 3.933149 2.108318 0.1 0.7 0.6 0.213
C 0.179963 -1.133295 0.245706 0.1 0.9 2.2 -0.797
C -0.269343 -2.199961 -0.628231 -0.1 -1.7 -3.3 -0.438
H 0.821601 0.143830 -1.948369 0.3 -1.8 -2.3 0.515
O -1.630731 0.510848 -0.846024 -0.3 1.0 1.1 -0.982
N 0.665935 -1.483208 -2.845265 -1.5 -0.8 -3.0 -0.874
H -1.970520 3.124691 3.176725 -1.8 0.1 -0.1 0.211
C -0.940706 3.007360 3.009985 0.0 -0.9 2.8 -0.578
C -0.413481 3.996156 2.091669 1.7 0.4 0.0 -0.570
H -0.146727 -1.812542 -3.480639 1.4 0.9 1.6 0.372
H -0.396632 -1.301273 1.152897 0.4 0.7 0.7 0.274
H -2.018176 1.393954 -0.617388 -0.2 -0.4 -0.3 0.525
H -1.224327 -1.900372 -1.096483 0.3 -0.3 -0.1 0.231
H 1.808994 -2.081759 -1.415711 0.7 -0.2 1.4 0.191
O 0.717358 0.955368 -1.486634 0.7 1.7 0.8 -0.980
H 1.261619 -1.247473 0.435613 -0.5 0.4 0.4 0.249
C 0.299642 1.764755 0.993631 -2.9 -1.4 1.0 -0.853
P -0.153725 0.599916 -0.251893 0.7 -0.7 1.2 2.102
H -0.439723 -3.256337 -0.304499 0.1 1.2 1.0 0.233
S -0.607398 3.312266 0.400466 -0.4 1.9 -2.4 -0.034
```
Positions in Å, forces in eV/Å.

As for the expectation value of S²: 2.01. The value obtained for the HOMO energy (alpha / beta) is -3.278 / -7.508 eV. Its spin multiplicity is 3. Its net charge is 0. The LUMO energy (alpha / beta) is 0.0173 / -0.0399 hartree.

---

Record 8
Formula: C3H5NO2
Source: the OMol25 dataset
Level of theory: ωB97M-V/def2-TZVPD

```
11
Properties=species:S:1:pos:R:3:forces:R:3:nbo_charge:R:1
C 0.660704 0.642974 -1.284234 0.9 0.4 0.2 -0.462
C 0.884979 -0.156205 0.895868 -0.4 0.0 -0.6 0.348
C -1.466783 -0.678871 0.867366 -0.4 -0.2 0.8 0.657
H -0.305729 0.130350 -1.541686 1.1 0.2 1.1 0.200
H -2.190884 -0.588363 0.034851 0.0 -0.2 0.3 0.119
H 1.109796 -0.409975 1.939786 0.2 0.4 -0.6 0.206
O -1.731158 -0.701963 2.032554 -0.2 0.3 -0.1 -0.551
O -0.238699 -0.778657 0.366281 -0.4 -1.1 0.4 -0.551
H 1.366741 0.272847 -2.017563 0.2 0.6 -0.4 0.212
N 1.474061 0.565810 0.052146 -1.5 -0.5 -0.6 -0.388
H 0.436973 1.702053 -1.345368 0.4 0.2 -0.5 0.209
```
Positions in Å, forces in eV/Å.

The value obtained for the relative energy (zero: lowest compared OMol25 entry of this formula, charge and spin) is 239.4 kJ/mol. As for the structure (SMILES): C/N=C\OC=O. The value obtained for the HOMO energy is -10.804 eV. Its spin multiplicity is 1. Its net charge is 0. The LUMO energy is 0.0325 hartree.

---

| no. | F_max (hartree/bohr) |
| --- | --- |
| 1 | 0.07276 |
| 2 | 0.09109 |
| 3 | 0.01165 |
| 4 | 0.02381 |
| 5 | 0.09738 |
| 6 | 0.05881 |
| 7 | 0.07203 |
| 8 | 0.03281 |